No. 1
The following is a quantum chemistry calculation of an isolated molecule of C8H15N, from the Open Molecules 2025 dataset.

SMILES string	[H]/N=C(/C=C)[C@H](C)C(C)C
LUMO level	1.0	eV

Geometry (Å):
C  -0.817  0.386  -0.434
C  -0.455  -1.176  -0.654
C  -1.755  0.552  0.755
C  0.241  -1.782  0.543
C  0.382  -1.338  -1.920
C  0.454  1.191  -0.350
C  1.290  1.116  0.879
C  0.980  1.693  2.037
N  0.955  1.851  -1.315
H  -1.343  0.699  -1.345
H  -1.424  -1.668  -0.799
H  0.377  1.862  -2.156
H  2.316  0.827  0.685
H  -1.281  0.241  1.683
H  -2.062  1.590  0.858
H  -2.647  -0.055  0.606
H  0.533  -2.391  -2.142
H  -0.108  -0.880  -2.774
H  0.707  -2.732  0.281
H  -0.444  -1.937  1.374
H  1.038  -1.050  0.912
H  1.357  -0.872  -1.800
H  1.703  1.777  2.831
H  0.003  2.097  2.243

Cartesian forces, eV/Å:
C -0.041 -1.358 -0.225
C -0.372 1.389 -0.304
C 0.081 0.020 -0.127
C 1.005 1.050 0.690
C -0.209 -0.066 0.235
C -0.104 -0.251 -0.466
C 0.280 1.343 0.188
C 0.064 -0.444 -0.221
N 0.237 0.078 0.198
H 0.089 -0.006 0.078
H 0.061 0.024 -0.046
H -0.215 -0.155 0.200
H 0.037 -0.193 0.113
H -0.009 -0.033 0.075
H -0.079 0.095 0.067
H -0.061 -0.026 0.013
H 0.038 -0.127 -0.037
H -0.049 0.082 -0.169
H 0.026 -0.011 0.081
H 0.003 -0.080 0.065
H -0.901 -1.408 -0.439
H 0.149 0.040 -0.021
H 0.145 -0.071 0.108
H -0.173 0.109 -0.056

Results of the Löwdin charge analysis, in e, for atoms 1 through 4: -0.2842, -0.3753, -0.0712, -0.0730

No. 2
The following is a quantum chemistry calculation of a structure of composition C7H5LiO3Pd, from the Open Molecules 2025 dataset.

spin multiplicity	3
<S²>	2.01
LUMO level (alpha / beta)	-0.7 / -1.5	eV

Geometry (Å):
O  2.642  -3.203  0.739
C  1.961  -2.236  0.665
C  1.071  -1.311  0.600
C  0.981  0.087  0.448
C  0.031  0.856  1.342
O  0.427  1.951  1.871
Pd  -0.890  -2.334  0.672
H  1.939  0.613  0.300
H  -0.670  0.211  1.910
C  -1.734  -0.661  -1.354
C  -1.030  0.459  -1.551
C  -0.210  1.155  -0.543
O  0.030  2.347  -0.745
Li  0.425  3.454  0.774
H  -1.682  -1.203  -0.410
H  -2.340  -1.074  -2.162
H  -0.951  0.887  -2.554

Cartesian forces, eV/Å:
O -0.217 0.862 0.054
C 0.105 -1.038 -0.251
C -1.828 -1.775 -0.467
C -0.903 3.569 0.801
C 2.735 -1.060 0.227
O -0.875 0.697 -0.282
Pd 1.694 -0.056 0.449
H -0.533 -0.011 -0.006
H -0.434 0.304 -0.658
C 0.060 0.398 -1.332
C 0.377 -0.855 0.698
C -0.300 -2.829 -0.271
O 1.082 2.109 0.288
Li -0.021 -0.910 -0.081
H -0.795 0.551 0.104
H 0.260 -0.132 0.387
H -0.407 0.175 0.338

Results of the Löwdin charge analysis, in e, for atoms 1 through 4: 0.0848, -0.2757, -0.1868, -0.1656

No. 3
The following is a quantum chemistry calculation of a structure of composition C2HCrO2, from the Open Molecules 2025 dataset.

spin multiplicity	5
total charge	+1
<S²>	6.20
LUMO level (alpha / beta)	-6.1 / -6.0	eV

Geometry (Å):
O  -0.013  0.999  2.497
C  0.166  0.102  1.727
C  -0.248  0.097  -1.157
O  -0.028  -1.111  -1.456
H  -1.094  0.577  -1.708
Cr  1.215  -0.663  0.097

Cartesian forces, eV/Å:
O 0.742 -6.073 -5.043
C -0.706 6.626 6.070
C 0.173 -3.359 -0.945
O -0.041 2.696 0.575
H 0.583 0.219 0.463
Cr -0.751 -0.108 -1.120

Results of the Löwdin charge analysis, in e, for atoms 1 through 4: 0.1382, 0.0435, -0.0697, -0.1088

No. 4
The following is a quantum chemistry calculation of an isolated molecule of C5H11N3, from the Open Molecules 2025 dataset.

spin multiplicity	3
<S²>	2.02
LUMO level (alpha / beta)	1.0 / -1.0	eV

Geometry (Å):
C  1.575  -0.821  -1.994
C  -0.505  -0.827  0.006
C  -0.042  -2.204  0.489
C  -0.601  1.652  0.456
C  -0.654  0.239  1.031
N  0.474  -0.866  -2.646
N  -0.746  -0.912  -2.449
N  -1.145  -0.666  -1.163
H  2.458  -0.648  -2.512
H  1.752  -1.460  -1.166
H  0.643  -2.651  -0.256
H  -0.916  -2.883  0.453
H  0.355  -2.024  1.500
H  0.399  1.895  0.084
H  -0.856  2.302  1.227
H  -1.329  1.840  -0.353
H  -1.442  0.055  1.761
H  0.178  0.199  1.717
H  -1.852  0.087  -1.280

Cartesian forces, eV/Å:
C 0.484 -1.277 1.091
C 1.696 -0.901 2.464
C -1.040 1.015 -1.194
C -0.367 -0.859 -1.198
C 0.669 0.245 -0.281
N -0.329 0.723 -2.123
N 0.319 -0.934 -0.338
N -3.333 1.744 -1.344
H 1.352 0.989 -1.239
H -0.091 -0.229 1.110
H 0.130 0.061 0.792
H 0.257 0.082 0.545
H 0.089 -0.764 -0.510
H -0.200 -0.127 0.012
H -0.296 1.493 1.327
H 0.309 -0.133 0.259
H -0.940 0.189 -0.285
H 0.778 -0.305 0.146
H 0.512 -1.010 0.766

Results of the Löwdin charge analysis, in e, for atoms 1 through 4: -0.0241, -0.3649, -0.0432, -0.0938

No. 5
The following is a quantum chemistry calculation of a structure of composition ClH2NS2, from the Open Molecules 2025 dataset.

LUMO level	-1.3	eV

Geometry (Å):
N  -0.415  -0.472  0.564
S  -1.742  0.109  -0.332
S  0.961  0.226  0.473
Cl  1.563  2.019  1.947
H  -1.217  1.132  -0.921
H  1.650  -0.728  1.450

Cartesian forces, eV/Å:
N -0.198 0.386 -0.276
S -0.303 -1.394 1.093
S 1.216 -1.540 2.441
Cl -0.310 -0.704 -0.495
H 0.726 1.289 -0.846
H -1.131 1.962 -1.917

Results of the Löwdin charge analysis, in e, for atoms 1 through 4: -0.9155, 0.6870, 0.5643, -0.1880

No. 6
The following is a quantum chemistry calculation of a structure of composition C37H51IrN7O2S3, from the Open Molecules 2025 dataset.

total charge	+1
LUMO level	-1.9	eV

Geometry (Å):
Ir  0.473  -0.488  0.135
S  2.362  -0.071  1.669
C  1.153  -0.721  2.727
C  1.200  -1.049  4.078
C  0.047  -1.510  4.682
C  -1.122  -1.646  3.939
C  -1.093  -1.316  2.602
N  0.028  -0.868  2.038
H  2.130  -0.947  4.620
H  0.052  -1.774  5.732
H  -2.036  -2.010  4.386
H  -1.953  -1.419  1.950
C  -3.012  2.129  -4.246
C  -3.434  0.698  -3.957
N  -3.166  0.313  -2.566
C  -4.275  0.484  -1.629
C  -5.170  -0.742  -1.546
C  -1.957  -0.153  -2.223
S  -1.781  -0.815  -0.640
N  -1.059  -0.187  -3.193
C  0.160  -0.693  -3.050
O  0.794  -0.947  -1.983
C  0.806  -1.018  -4.359
C  0.462  -0.308  -5.504
C  1.077  -0.598  -6.714
C  2.011  -1.620  -6.792
C  2.334  -2.350  -5.655
C  1.743  -2.042  -4.440
H  -3.261  2.395  -5.274
H  -1.938  2.241  -4.105
H  -3.525  2.830  -3.583
H  -2.917  0.004  -4.614
H  -4.507  0.577  -4.112
H  -4.847  1.351  -1.966
H  -3.862  0.723  -0.653
H  -5.586  -0.990  -2.524
H  -6.001  -0.557  -0.863
H  -4.606  -1.602  -1.184
H  -0.283  0.474  -5.433
H  0.819  -0.031  -7.599
H  2.477  -1.856  -7.739
H  3.040  -3.168  -5.726
H  1.969  -2.608  -3.554
C  -0.005  6.206  5.885
C  0.005  4.693  5.714
C  0.297  4.276  4.277
C  0.389  2.760  4.130
N  0.506  2.325  2.746
C  -0.486  2.220  1.881
S  -0.140  1.806  0.216
N  -1.727  2.497  2.254
C  -2.918  2.287  1.422
C  -4.197  2.597  2.195
C  -4.688  1.469  3.102
C  -3.789  1.183  4.301
H  -0.243  6.485  6.911
H  -0.747  6.670  5.231
H  0.969  6.633  5.638
H  -0.961  4.279  6.023
H  0.753  4.249  6.378
H  1.237  4.721  3.942
H  -0.481  4.669  3.614
H  -0.475  2.266  4.590
H  1.263  2.382  4.660
H  1.424  2.144  2.360
H  -1.877  2.905  3.165
H  -2.910  1.247  1.093
H  -2.842  2.915  0.535
H  -4.973  2.834  1.466
H  -4.056  3.515  2.780
H  -4.803  0.558  2.505
H  -5.687  1.728  3.459
H  -2.799  0.841  3.995
H  -4.220  0.406  4.933
H  -3.668  2.078  4.921
C  4.704  -4.026  -2.634
N  3.417  -3.981  -1.964
N  3.016  -2.943  -1.142
C  1.764  -3.220  -0.654
O  1.110  -2.520  0.159
C  1.412  -4.482  -1.197
C  2.447  -4.910  -1.986
C  2.587  -6.149  -2.797
C  3.895  -1.846  -0.884
C  4.784  -1.939  0.176
C  5.679  -0.906  0.408
C  5.667  0.213  -0.411
C  4.783  0.290  -1.480
C  3.898  -0.747  -1.729
H  5.222  -3.085  -2.477
H  4.564  -4.165  -3.704
H  5.316  -4.835  -2.237
H  0.483  -4.991  -1.009
H  1.695  -6.761  -2.690
H  3.451  -6.734  -2.477
H  2.715  -5.913  -3.855
H  4.765  -2.815  0.812
H  6.372  -0.970  1.237
H  6.356  1.028  -0.223
H  4.786  1.157  -2.127
H  3.217  -0.712  -2.569

Cartesian forces, eV/Å:
Ir -1.156 -0.793 -0.389
S 0.219 -0.245 -0.284
C 0.831 0.296 0.241
C 0.037 -0.071 0.274
C 0.236 0.051 0.052
C -0.144 0.007 -0.165
C -0.356 -0.229 0.047
N -0.495 0.545 -0.192
H -0.023 0.005 0.007
H 0.019 0.007 -0.010
H -0.001 0.000 -0.018
H 0.039 0.034 0.081
C -0.010 0.001 0.001
C -0.070 0.031 0.038
N 0.022 0.133 -0.043
C 0.073 -0.047 -0.062
C -0.006 -0.010 -0.019
C -0.327 -0.077 0.241
S 0.253 -0.577 0.536
N 0.473 0.208 -0.133
C -0.286 -0.065 0.305
O 0.650 0.985 -0.529
C 0.159 -0.054 0.184
C 0.016 0.073 -0.099
C -0.049 0.020 0.057
C 0.013 -0.034 -0.005
C 0.005 -0.043 -0.016
C -0.041 0.095 -0.150
H 0.005 0.007 0.015
H -0.011 0.004 0.002
H 0.019 0.001 -0.015
H 0.017 -0.020 0.003
H 0.000 -0.013 -0.005
H 0.019 0.008 -0.025
H 0.000 -0.008 0.016
H -0.001 -0.005 0.016
H 0.005 -0.010 -0.009
H -0.010 0.004 0.003
H 0.048 -0.029 -0.009
H 0.000 -0.004 0.019
H 0.000 0.003 0.020
H 0.017 0.017 0.012
H 0.093 -0.134 0.210
C -0.003 0.003 0.012
C 0.011 -0.021 0.002
C -0.022 0.000 0.015
C -0.050 -0.095 0.074
N 0.020 0.258 0.024
C 0.119 -0.193 -0.139
S 0.078 -0.163 -0.334
N -0.098 0.115 0.023
C -0.034 -0.007 0.066
C 0.086 0.011 0.073
C 0.000 0.034 0.007
C -0.035 0.018 0.017
H 0.007 0.012 -0.013
H 0.007 -0.006 0.014
H -0.015 -0.002 0.003
H 0.011 -0.004 -0.006
H -0.005 0.016 -0.002
H -0.008 0.000 -0.016
H 0.008 0.009 0.002
H -0.016 0.011 -0.039
H 0.013 -0.001 -0.014
H 0.025 -0.151 0.010
H 0.001 -0.040 0.015
H -0.001 0.016 -0.056
H 0.017 0.008 -0.012
H 0.011 -0.040 -0.026
H -0.022 -0.007 -0.025
H 0.002 0.018 -0.008
H 0.003 -0.016 0.011
H 0.021 -0.034 0.003
H 0.013 0.023 0.001
H 0.007 -0.025 -0.018
C -0.009 0.050 0.080
N 0.084 0.043 -0.004
N 0.038 0.038 -0.083
C 0.267 -0.509 -0.503
O -0.511 0.470 0.500
C -0.168 -0.012 0.068
C -0.078 0.049 0.003
C 0.019 -0.015 -0.001
C 0.072 0.032 0.053
C 0.005 -0.023 0.006
C -0.039 -0.034 0.032
C 0.023 0.028 -0.024
C 0.006 0.045 0.000
C -0.043 0.014 -0.044
H -0.008 0.011 0.012
H -0.039 -0.025 -0.047
H 0.001 -0.004 0.011
H 0.016 0.024 -0.020
H 0.014 0.006 0.010
H -0.018 0.004 -0.008
H 0.000 0.007 0.007
H -0.013 0.006 0.013
H -0.018 0.004 -0.015
H -0.008 -0.027 -0.010
H 0.003 -0.014 0.017
H -0.035 0.020 0.081

Results of the Löwdin charge analysis, in e, for atoms 1 through 4: 0.8271, 0.6780, -0.7305, -0.0604

No. 7
The following is a quantum chemistry calculation of an isolated molecule of C7H14OS, from the Open Molecules 2025 dataset.

LUMO level	0.8	eV

Geometry (Å):
C  2.451  -0.319  0.021
C  -1.382  1.352  -0.464
C  -2.622  0.512  -0.543
C  -0.142  0.409  -0.783
C  -2.739  -0.412  0.695
C  2.560  -1.034  1.368
C  3.020  -0.583  -1.178
O  1.211  1.623  1.242
S  1.454  1.251  -0.163
H  -1.471  2.167  -1.154
H  -1.265  1.853  0.507
H  -3.614  0.970  -0.765
H  -2.520  -0.010  -1.464
H  -0.252  -0.540  -0.210
H  -0.095  0.041  -1.771
H  -2.113  -0.129  1.642
H  -2.426  -1.441  0.368
H  2.404  -0.349  2.201
H  1.762  -1.663  1.564
H  3.435  -1.780  1.259
H  3.606  -1.393  -1.419
H  -3.831  -0.641  1.036
H  2.569  0.118  -1.989

Cartesian forces, eV/Å:
C 0.277 0.120 -1.455
C 1.022 -0.018 0.016
C -1.395 -0.080 0.981
C -0.551 0.721 2.736
C -0.855 -1.893 0.963
C 1.776 0.283 -1.767
C -3.326 2.985 0.773
O -0.551 0.739 0.569
S -0.313 -2.192 0.169
H 0.334 0.433 -0.785
H 0.126 -0.485 -0.056
H 0.886 0.707 0.723
H 0.172 -1.300 -0.633
H 0.167 0.772 0.153
H 0.297 0.327 -1.471
H -1.139 -0.228 -1.948
H 0.106 0.778 0.608
H 1.282 0.251 0.055
H -2.086 -1.470 -0.338
H -0.892 1.704 0.889
H 1.311 -1.652 -0.545
H 1.806 0.888 -0.547
H 1.546 -1.389 0.910

Results of the Löwdin charge analysis, in e, for atoms 1 through 4: -0.4632, -0.2582, -0.2964, -0.2806

No. 8
The following is a quantum chemistry calculation of the ion C5H6N with charge +1, from the Open Molecules 2025 dataset.

total charge	+1
LUMO level	-5.9	eV

Geometry (Å):
C  -1.033  1.473  0.692
C  -1.840  2.442  0.631
C  -0.852  0.042  0.882
C  -1.649  -1.036  0.904
C  1.162  0.689  -0.745
N  0.269  0.824  0.782
H  -1.260  -2.085  1.096
H  -2.751  -0.926  0.726
H  0.511  0.018  -1.231
H  1.219  1.643  -0.998
H  2.108  0.217  -0.226
H  0.920  1.226  1.468

Cartesian forces, eV/Å:
C 1.709 -2.235 -0.005
C -1.387 1.992 -0.165
C -4.101 -1.159 0.525
C 1.259 -0.904 0.242
C 0.870 -4.307 6.253
N 2.858 1.402 -2.954
H -0.432 1.521 -0.346
H 1.345 0.140 0.327
H -0.370 -0.605 -1.029
H 0.415 4.011 -1.575
H -1.689 0.910 -1.858
H -0.476 -0.765 0.584

Results of the Löwdin charge analysis, in e, for atoms 1 through 4: -0.2876, 0.3252, -0.2335, 0.1736

No. 9
The following is a quantum chemistry calculation of an isolated molecule of C18H20Cl2N4OS, from the Open Molecules 2025 dataset.

SMILES string	COCCn1c(C)cc(C2=NN/C(=N/c3ccc(Cl)cc3Cl)SC2)c1C
LUMO level	0.6	eV

Geometry (Å):
C  -8.247  -2.491  -0.063
H  -8.307  -2.007  0.918
O  -7.841  -1.596  -1.071
C  -6.505  -1.178  -0.983
C  -6.256  -0.165  0.156
N  -4.964  0.451  0.034
C  -3.811  -0.024  0.577
C  -2.773  0.809  0.181
C  -3.355  1.817  -0.638
C  -4.695  1.574  -0.711
C  -5.755  2.349  -1.410
H  -6.311  1.727  -2.111
H  -5.295  3.164  -1.961
H  -6.463  2.775  -0.698
H  -2.850  2.643  -1.098
C  -1.380  0.692  0.524
N  -1.020  -0.079  1.483
N  0.301  -0.231  1.774
C  1.341  -0.259  0.903
N  2.427  -0.813  1.256
C  3.617  -0.768  0.576
C  4.244  -1.955  0.193
C  5.487  -1.953  -0.405
C  6.137  -0.748  -0.620
C  5.558  0.449  -0.233
C  4.310  0.432  0.358
Cl  3.615  1.928  0.872
H  6.071  1.385  -0.390
Cl  7.695  -0.731  -1.369
H  5.951  -2.879  -0.704
H  3.724  -2.884  0.368
S  1.022  0.400  -0.722
C  -0.370  1.487  -0.254
H  0.040  2.297  0.354
H  -0.767  1.881  -1.184
H  0.454  -0.748  2.632
C  -3.768  -1.235  1.436
H  -2.729  -1.497  1.606
H  -4.229  -1.039  2.405
H  -4.285  -2.073  0.971
H  -7.031  0.604  0.107
H  -6.320  -0.663  1.126
H  -5.834  -2.042  -0.867
H  -6.286  -0.700  -1.942
H  -9.238  -2.839  -0.347
H  -7.567  -3.348  0.002

Cartesian forces, eV/Å:
C -0.021 -0.024 0.042
H -0.009 -0.041 0.001
O -0.060 0.129 -0.074
C 0.126 0.182 0.050
C -0.490 -0.438 -0.227
N 0.187 0.172 -0.026
C 0.663 -0.031 0.117
C -0.845 -0.211 0.032
C -0.111 -0.128 0.040
C 0.077 0.361 -0.254
C -0.021 -0.109 0.127
H -0.095 0.030 -0.093
H -0.010 0.038 -0.041
H -0.097 0.067 -0.031
H 0.048 0.208 -0.141
C 0.723 -0.163 0.171
N -0.646 0.133 -0.063
N 0.134 0.203 0.518
C 0.210 0.081 -0.936
N -0.527 -0.275 0.696
C 0.420 0.240 -0.362
C -0.054 0.185 -0.049
C 0.072 0.071 -0.062
C -0.239 0.070 0.135
C 0.102 -0.152 -0.110
C -0.043 -0.246 -0.012
Cl 0.073 0.254 0.124
H 0.042 0.062 -0.008
Cl 0.239 -0.003 -0.109
H 0.065 -0.068 -0.037
H -0.053 -0.089 0.059
S -0.132 -0.117 0.329
C 0.505 -0.316 0.113
H -0.110 0.039 -0.036
H -0.031 0.030 0.053
H 0.054 0.086 -0.245
C -0.082 -0.040 -0.065
H -0.104 -0.079 0.034
H -0.014 -0.060 0.120
H -0.081 -0.109 0.010
H 0.065 -0.072 0.067
H -0.028 0.124 -0.051
H -0.006 0.073 -0.023
H 0.105 -0.017 0.111
H 0.011 -0.050 0.097
H -0.012 0.001 0.008

Results of the Löwdin charge analysis, in e, for atoms 1 through 4: -0.1069, 0.0851, -0.1816, -0.1977

One value per record, in order, for energy relative to the best compared isomer or geometry (same formula, charge and spin): 24.1, 27.4, 3.6, 5.5, 10.4, 12.7, 71.6, 200.8, 0.0 kcal/mol.